Entry from OMol25: a cluster of 3 separate species, C3H12N2O2 in total (wB97M-V/def2-TZVPD).

Structure (ORCA input):
```
! RIJCOSX wB97M-V def2-TZVPD def2/J DEFGRID3
* xyz 0 1
O 0.67843 -0.55304 -3.14055
O -1.25775 1.21944 -2.27240
N 0.04919 1.17324 0.38509
N -1.75362 -0.89065 1.45717
C 0.50748 -0.09670 0.84504
C 2.01765 -0.22721 0.96803
C -0.32753 -1.01434 1.31716
H -0.24070 -0.44668 -3.40029
H 2.45156 0.66550 0.52969
H 2.33585 -1.14950 0.47974
H -2.11659 1.64151 -2.28562
H -0.91952 1.28269 0.66624
H 0.56699 1.93838 0.72725
H -2.09193 -1.75698 1.81434
H -0.81468 1.13640 -1.42422
H 2.27803 -0.36816 2.01441
H -1.96998 -0.18336 2.14828
H 0.63459 -0.31948 -2.20914
H -0.02748 -2.05104 1.37978
*
```

Results
SMILES: C/C(N)=C/N.O.O
ΔE to the lowest compared entry with this formula, charge and spin: 32.8 kcal per mole

Entry from OMol25: the molecule C3H4N4O (wB97M-V/def2-TZVPD).

Structure (ORCA input):
```
! RIJCOSX wB97M-V def2-TZVPD def2/J DEFGRID3
* xyz 0 1
O 0.03136 -1.54481 -0.21812
N -0.52836 0.82610 0.02528
N -2.27344 -0.80514 0.10203
N -2.65427 0.58779 0.09484
N -1.72426 1.39474 0.05436
C -1.07389 -0.90044 -0.06342
C 0.85399 0.74439 -0.04243
C 1.19439 -0.74210 0.11282
H 1.46799 1.37337 0.60570
H 1.06043 0.95600 -1.02721
H 1.62521 -1.08215 1.04583
H 2.02086 -0.80775 -0.68968
*
```

Results
SMILES: C1Cn2nnnc2O1
ΔE to the lowest compared entry with this formula, charge and spin: 128.1 kcal per mole

Entry from OMol25: a cluster of 8 separate species, C36H56ClNO7S in total (wB97M-V/def2-TZVPD).

Structure (ORCA input):
```
! RIJCOSX wB97M-V def2-TZVPD def2/J DEFGRID3
* xyz 0 1
Cl -3.97047 4.47987 2.81048
S -1.18967 -2.24329 1.89322
O -7.26355 1.38010 -0.33533
O -5.78168 0.94023 6.13303
O 5.75899 2.01967 -4.25462
O 1.48202 1.59626 -3.60806
O -4.14846 -7.20519 0.70037
O 10.54592 1.53784 -0.56834
O 9.72959 0.35499 -5.72123
N -3.92122 -0.50418 2.37380
C -2.63687 -5.88541 -0.59369
C 9.79432 0.34802 -3.33438
C -5.64999 -4.26255 3.41501
C -1.06854 -0.71495 -0.82510
C -3.25671 -0.23323 1.04204
C -2.90433 -4.67028 2.80623
C -3.20403 0.16066 3.53178
C -6.65439 1.55090 6.74800
C -8.75247 -0.44474 0.05761
C -2.81086 -3.06196 2.48784
C -1.83236 -0.99094 0.60068
C 0.93037 3.36401 -2.10073
C 9.99428 3.30559 0.93899
C -8.15384 0.65561 -0.77719
C -8.68672 0.83533 -2.17360
C 10.90928 2.26113 0.35771
C 3.22222 2.19421 -2.08635
C -4.08974 -1.99530 2.64417
C -6.33158 2.79119 7.53761
C -3.21228 -7.18474 -0.09706
C -4.35154 -5.29916 3.29994
C -3.95239 0.84813 -0.02519
C -8.08640 1.08668 6.73986
C -3.22055 1.12998 -1.48868
C 4.42416 2.28168 -6.21699
C 1.84538 2.31955 -2.68201
C -1.79653 0.37165 -1.85071
C -5.56233 -2.63626 3.11032
C 5.64666 1.82870 -5.46444
C -2.95058 1.77364 3.35067
C 10.41352 0.25857 -4.70354
C -2.59786 -8.45819 -0.61379
C 11.90197 0.04649 -4.77940
C 12.28612 2.13579 0.95337
C -4.33592 2.65775 3.15533
C 6.72650 1.13305 -6.24943
H 10.21931 1.19440 -2.78909
H 9.03496 3.28184 0.41111
H -2.70595 -8.50866 -1.70017
H -8.51623 -0.07356 -2.75610
H 0.75279 3.15506 -1.04279
H 6.32879 0.22021 -6.69997
H -1.91284 -5.31693 2.66206
H -8.72535 1.86059 6.30707
H 12.20904 0.00177 -5.82970
H -1.54228 -8.50164 -0.33384
H 8.71451 0.50168 -3.43389
H -6.66501 -4.75874 3.73426
H -2.74675 -5.82128 -1.67910
H 3.92391 1.42002 -6.66601
H 12.83079 3.07535 0.83089
H 12.16781 -0.89734 -4.29668
H 12.21054 1.87478 2.01198
H -4.95964 1.43525 0.21891
H -8.40720 0.85377 7.75833
H 9.96634 -0.58237 -2.78736
H 9.81669 3.09665 1.99693
H -2.12468 2.02465 2.52893
H -0.02894 3.34025 -2.62861
H -0.07018 -1.25768 -1.11191
H -3.11387 -9.31620 -0.16996
H -3.89671 0.03051 4.49159
H -5.04497 2.62020 4.11338
H 7.54743 0.86302 -5.57669
H 3.73014 2.76748 -5.52284
H -6.46987 -1.89576 3.18655
H -4.41250 -6.45471 3.55037
H 4.70844 3.00160 -6.98857
H -4.95804 2.29347 2.22400
H 12.83488 1.34235 0.43497
H 10.43685 4.29720 0.81583
H -8.16217 1.66572 -2.65807
H 3.14664 1.93320 -1.02773
H -1.28174 0.56282 -2.88524
H -2.17091 -0.31808 3.81227
H -8.27114 -0.45659 1.04133
H -8.17075 0.18092 6.13001
H 3.76689 3.13377 -2.20882
H -3.17859 -5.05048 -0.13656
H -6.89240 3.64095 7.14033
H -2.48208 2.14894 4.38239
H -6.57417 2.63418 8.59156
H -5.26120 3.00701 7.45263
H -9.75367 1.06936 -2.13680
H -8.58486 -1.41058 -0.42548
H -3.77218 1.87903 -2.20524
H 12.42087 0.87946 -4.29841
H -1.58307 -5.81434 -0.31283
H 1.37295 4.35561 -2.22389
H 3.77098 1.40076 -2.60474
H 7.11327 1.80186 -7.02249
H -9.82231 -0.26767 0.19372
*
```

Results
SMILES: ClCCCN1c2ccccc2Sc2ccccc21.CC(C)=O.CC(C)=O.CC(C)=O.CC(C)=O.CC(C)=O.CC(C)=O.CC(C)=O

Entry from OMol25: a structure of composition C57H49FGeIrOP3 (wB97M-V/def2-TZVPD).

Structure (ORCA input):
```
! RIJCOSX wB97M-V def2-TZVPD def2/J DEFGRID3
* xyz 2 1
Ir -0.01922 -0.03464 0.70135
Ge -0.01083 -0.00876 -3.37088
P -1.03392 -1.74915 -0.36226
P -0.95489 1.80377 -0.25056
P 2.02977 -0.16684 -0.18143
F 0.04448 -0.01463 -5.13660
O 0.21075 0.32365 2.58779
C 3.56032 3.54154 -0.64676
C 3.12366 -2.45186 3.03044
C -1.05066 2.42098 -1.95719
C 2.59581 -0.48645 -1.87323
C 3.74122 -3.55276 2.45346
C 1.43513 -4.75047 -1.48874
C 3.83113 -3.64384 1.07235
C -2.10572 -1.66075 -4.33648
C -4.63863 2.32751 1.52290
C -0.51765 1.85064 -3.10760
C -0.59688 2.58279 -4.30136
C -1.46355 0.63793 4.32892
C -0.11878 -4.22758 0.75546
C 0.76512 -3.54730 -1.37369
C -1.81837 4.34050 -3.21993
C 2.60519 -1.44969 2.22961
C 2.50593 -0.93346 -4.22155
C 0.48420 4.21549 -0.07605
C -1.21588 3.81803 -4.35454
C -2.62125 -3.12938 -2.05479
C 0.41572 4.30952 2.69266
C 3.32289 -2.63581 0.26929
C -3.00488 -2.71073 -4.37721
C 4.34094 3.73784 0.48474
C 2.88410 1.38635 0.20010
C -2.06576 -1.96829 2.19554
C -1.45432 -1.30854 -3.14747
C 1.05021 5.28669 0.59733
C -4.92936 1.11986 -0.53640
C 0.99711 0.69512 4.82957
C -4.39116 -2.04867 2.78047
C -4.72966 -1.92336 1.43965
C 3.87341 -1.14117 -4.25265
C -2.39309 -1.87263 0.83951
C 1.34089 -5.69510 -0.47550
C 3.67341 1.58641 1.33105
C -0.14075 3.23698 2.02019
C 4.39244 2.76459 1.47164
C -0.01563 -3.26576 -0.24777
C 1.00875 5.34403 1.98141
C -5.47021 1.72305 0.59214
C -3.24588 -3.46780 -3.23889
C 2.83607 2.37239 -0.78873
C -1.76057 -2.02683 -1.99452
C -1.73276 3.64341 -2.03159
C -3.56040 1.12234 -0.72865
C 2.71531 -1.51473 0.83847
C 4.62912 -0.95408 -3.10691
C -3.74031 -1.83448 0.47503
C -3.26424 2.34306 1.32884
C -0.09353 0.08133 3.96846
C -3.05667 -2.06664 3.15830
C 1.83784 -0.57874 -3.04090
C 0.57075 -5.42883 0.64537
C -2.71491 1.73458 0.20149
C 3.98960 -0.62662 -1.92761
C -0.13942 3.18262 0.62746
H 3.04116 -2.37568 4.10664
H -0.09670 -1.00688 4.09883
H 0.38926 4.33715 3.77409
H -3.14867 0.66802 -1.62497
H -0.75177 -4.07249 1.61410
H -1.80475 0.19949 5.26751
H -1.25365 4.35622 -5.29209
H 5.00772 2.91330 2.34830
H 2.24655 2.21867 -1.68776
H -2.63978 2.85226 2.04630
H 1.52475 6.07831 0.03335
H -1.42514 1.71819 4.48054
H -4.02188 -1.73060 -0.56258
H -3.91229 -4.31862 -3.27513
H -5.16727 -2.12969 3.52931
H 4.14323 -4.33947 3.07727
H -2.20522 0.41418 3.56054
H 1.96921 0.22662 4.67733
H 1.94897 -1.01712 -5.14289
H -2.79883 -3.73009 -1.17184
H 4.30162 -4.50359 0.61476
H 4.35038 -1.41594 -5.18386
H -2.78666 -2.15879 4.20184
H 0.83269 -2.83064 -2.18416
H 1.08901 1.75908 4.60525
H 4.58225 -0.48839 -1.03171
H 1.85586 -6.64189 -0.56699
H -2.34571 5.28374 -3.25706
H 2.02372 -4.95741 -2.37306
H -0.19342 2.16293 -5.21116
H -1.88407 -1.12197 -5.24674
H 2.10140 -0.61012 2.68703
H -5.76984 -1.89888 1.14405
H 4.91781 4.64654 0.59159
H 3.40083 -2.73887 -0.80147
H -2.19017 4.06357 -1.14459
H 0.74072 0.58969 5.88447
H -0.56749 2.42602 2.58587
H 5.70449 -1.06562 -3.12694
H -5.57731 0.65885 -1.27014
H -5.05961 2.80753 2.39565
H 0.48215 -6.16767 1.43020
H 1.44441 6.18463 2.50416
H 3.75309 0.82949 2.09543
H -6.54179 1.73181 0.73914
H -3.49508 -2.95737 -5.30943
H -1.02786 -1.99546 2.50398
H 3.52534 4.29613 -1.42153
H 0.54686 4.19418 -1.15408
*
```

| no. | total energy (eV) | lowest unoccupied orbital energy (eV) |
| --- | --- | --- |
| 1 | -10380.1287 | 0.6 |
| 2 | -11178.4140 | 0.6 |
| 3 | -77402.7714 | 0.2 |
| 4 | -151880.1224 | -6.3 |